A 3-piece molecular cluster, C15H29B3F8O6 overall, computed with ωB97M-V/def2-TZVPD.

```
! wB97M-V def2-TZVPD RIJCOSX def2/J DEFGRID3
* xyz 0 1
F 3.3791 2.0336 -1.5477
C 2.1067 1.7219 -1.8735
F 1.4661 1.2989 -0.7635
C 1.4032 2.9569 -2.4773
F 2.1856 3.3464 -3.5072
F 0.2097 2.5610 -2.9846
C 1.1692 4.1859 -1.5488
F 1.2586 5.3073 -2.2972
F 2.1507 4.2244 -0.6372
C -0.2099 4.2534 -0.8382
F -0.0736 5.2482 0.0874
F -0.4347 3.1070 -0.1658
C -1.3841 4.6138 -1.7687
O -2.3126 3.5624 -1.9045
C -3.5569 3.8297 -1.2571
C -4.5083 2.6592 -1.4797
B -3.7800 1.2730 -1.5384
O -3.5974 0.5178 -0.3835
B -2.4145 -0.1899 -0.3139
O -1.8017 -0.6322 -1.4746
B -2.1805 -0.0524 -2.6723
O -3.2934 0.7593 -2.7316
H 2.1123 0.9259 -2.6278
H -0.9997 4.8457 -2.7647
H -1.8615 5.5004 -1.3415
H -3.3994 3.9946 -0.1822
H -3.9987 4.7400 -1.6863
H -5.2388 2.6523 -0.6622
H -5.0643 2.8113 -2.4123
H -1.8964 -0.3946 0.7355
H -1.5442 -0.2517 -3.6556
C 6.6041 -0.8183 3.3608
C 6.1111 -1.1506 1.9626
O 4.7697 -1.6010 1.9119
C 3.7898 -0.6945 2.3892
C 3.7440 0.6244 1.6385
H 6.4983 -1.6817 4.0191
H 7.6570 -0.5357 3.3242
H 6.0546 0.0137 3.8030
H 6.6972 -1.9742 1.5538
H 6.2570 -0.2943 1.2939
H 3.9168 -0.5209 3.4642
H 2.8421 -1.2189 2.2644
H 4.6688 1.1923 1.7518
H 2.9286 1.2407 2.0192
H 3.5826 0.4526 0.5763
C -2.5962 -5.2640 2.7300
C -3.6850 -5.2002 1.6723
O -3.5727 -4.0979 0.7904
C -2.3800 -4.0291 0.0275
C -2.1541 -5.2206 -0.8870
H -2.5785 -4.3443 3.3163
H -2.7826 -6.1021 3.4027
H -1.6068 -5.4057 2.2933
H -4.6558 -5.0748 2.1526
H -3.7275 -6.1412 1.1117
H -1.5142 -3.8765 0.6816
H -2.4813 -3.1261 -0.5738
H -2.0288 -6.1501 -0.3302
H -1.2509 -5.0652 -1.4782
H -2.9981 -5.3453 -1.5671
*
```

Output
SMILES: FC(F)C(F)(F)C(F)(F)C(F)(F)COCCB1OBOBO1.CCOCC.CCOCC
Lowest unoccupied orbital energy, hartree: 0.0220
Frontier orbital gap, eV: 10.182

=====

C15H29CeS as an isolated structure at a distorted geometry, computed with ωB97M-V/def2-TZVPD.

```
! wB97M-V def2-TZVPD RIJCOSX def2/J DEFGRID3
* xyz 2 2
C 0.9476 2.0322 0.2249
H 1.3414 2.2265 1.2400
H 1.6850 1.8049 -0.5712
H 1.6886 -0.1635 1.6704
C -0.2758 2.8314 -0.1745
H -0.9837 2.2678 -0.8321
H -0.8584 3.1133 0.7273
C 0.2494 4.0723 -0.9195
H -0.5792 4.7053 -1.2468
H 0.9013 4.6355 -0.2423
H 0.8441 3.7599 -1.7879
C -0.6022 -2.2276 -0.4382
C -1.0093 -1.1606 -1.3225
C 0.1751 -0.5389 -1.8424
C 1.3186 -1.2152 -1.2780
C 0.8291 -2.2575 -0.4000
C 1.6761 -3.1996 0.3811
C 2.7441 -0.9079 -1.5763
C 0.2429 0.5465 -2.8567
C -2.4171 -0.7793 -1.6332
C -1.5197 -3.0974 0.3556
Ce 0.1344 -0.0782 0.6863
H 3.4214 -1.1797 -0.7542
H 3.0799 -1.4643 -2.4651
H 2.9176 0.1561 -1.7987
H 2.6971 -2.8280 0.5408
H 1.2562 -3.4341 1.3681
H 1.7620 -4.1563 -0.1532
H -2.4922 -2.6255 0.5789
H -1.7381 -4.0088 -0.2209
H -1.0915 -3.4228 1.3197
H -2.4965 0.2274 -2.0716
H -2.8272 -1.4857 -2.3707
H -3.0924 -0.8087 -0.7604
H 1.0779 1.2449 -2.6971
H 0.3824 0.1216 -3.8631
H -0.6778 1.1401 -2.8932
C 0.5542 0.9232 4.3652
S -0.7606 0.6216 3.0630
C -2.5122 0.4275 1.8338
H 1.5155 1.1017 3.8326
H 0.5685 -0.0051 4.9693
H 0.1662 1.7920 4.9467
H -2.7718 -0.6447 1.8638
H -3.1939 1.0953 2.3919
H -2.2769 0.8425 0.8102
*
```

Output
Expectation value of S²: 0.762
Lowest unoccupied orbital energy (spin up / spin down), hartree: -0.3403 / -0.3424
Frontier orbital gap (spin up / spin down), eV: 6.065 / 6.007

=====

A 3-piece molecular cluster, C15H29ClN6O6P overall, computed with ωB97M-V/def2-TZVPD.

```
! wB97M-V def2-TZVPD RIJCOSX def2/J DEFGRID3
* xyz 1 1
C 0.5647 -3.2511 0.1055
C 0.5536 -1.7790 -0.1085
N 1.6215 -0.9883 0.0685
C 1.1954 0.2340 -0.2180
N 1.9911 1.3471 -0.1639
C 3.3817 1.1390 0.2455
C 3.6132 1.1451 1.7556
O 4.5991 1.5703 2.2425
Cl 2.3197 0.4689 2.7166
P 1.3866 2.8763 -0.5734
O 0.1033 2.7448 -1.2952
N -0.0838 0.2334 -0.6010
N -0.4985 -1.0713 -0.5186
C -1.8530 -1.4981 -0.8769
C -2.9262 -1.0570 0.1121
C -3.2410 0.4574 0.0991
C -4.7007 0.7473 -0.1972
O -5.0726 1.4896 -1.0483
O -5.5469 0.0217 0.5959
H -0.2863 -3.5820 0.7032
H 0.5465 -3.7738 -0.8559
H 1.4892 -3.5095 0.6253
H 3.7057 0.1818 -0.1716
H 4.0125 1.9371 -0.1555
H 2.4605 3.4526 -1.2581
H 1.3056 3.5835 0.6320
H -0.6743 0.9961 -0.9163
H -2.0696 -1.1294 -1.8855
H -1.8044 -2.5861 -0.9347
H -2.6633 -1.3979 1.1179
H -3.8318 -1.6111 -0.1547
H -2.6786 1.0179 -0.6522
H -3.0295 0.8863 1.0841
H -6.1414 0.6115 1.0807
C -4.9207 4.1614 -4.4587
C -3.5227 3.9819 -5.0044
O -3.1880 4.4119 -6.0908
N -2.6279 3.3080 -4.2222
C -2.8379 2.7316 -2.9141
H -5.4974 4.7108 -5.1959
H -5.3987 3.1982 -4.2764
H -4.9086 4.7236 -3.5242
H -1.7156 3.2228 -4.6419
H -2.1560 3.1771 -2.1881
H -2.6596 1.6495 -2.9399
H -3.8579 2.8912 -2.5823
C 4.5316 -1.9921 4.1600
C 3.8540 -3.0549 3.3202
O 2.9555 -2.7691 2.5337
N 4.2752 -4.3317 3.4606
C 5.3157 -4.8416 4.3336
H 4.0506 -1.0539 3.9066
H 4.4098 -2.1859 5.2255
H 5.5964 -1.9321 3.9348
H 3.7854 -4.9892 2.8737
H 6.1051 -5.3210 3.7541
H 4.9090 -5.5732 5.0323
H 5.7551 -4.0308 4.9049
*
```

Output
Lowest unoccupied orbital energy, hartree: -0.0999
Frontier orbital gap, eV: 8.412

=====

C15H29CoN2O4P2 as an isolated structure at a distorted geometry, computed with ωB97M-V/def2-TZVPD.

```
! wB97M-V def2-TZVPD RIJCOSX def2/J DEFGRID3
* xyz 0 5
C 0.9093 -1.2373 -3.9657
C 0.8944 -0.8600 -2.6255
N -0.2606 -0.9010 -1.9194
C -1.4310 -1.1284 -2.5761
C -1.4673 -1.4608 -3.9377
C -0.2651 -1.5599 -4.6376
C 2.1586 -0.3994 -1.9593
P 2.0510 -0.4033 -0.1329
Co -0.2244 -0.3684 -0.0317
P -2.4408 0.0270 -0.3168
C -2.7367 -1.0112 -1.8003
O 2.3114 2.5513 -3.0095
O -0.6299 2.8506 -2.5076
H 1.8862 -1.3016 -4.4423
H -2.4275 -1.6702 -4.4050
H -0.2558 -1.8527 -5.6862
C 3.1512 -1.7057 0.4925
C 2.5708 1.1913 0.5310
H -3.5393 -0.5597 -2.4079
H -3.0772 -2.0104 -1.4626
H 2.4293 0.6010 -2.3113
H 3.0329 -0.9953 -2.2993
C -3.3261 -0.7211 1.0527
C -3.1884 1.6283 -0.6797
H -0.5535 2.1390 -1.8335
H -0.3457 3.6345 -1.9861
H 1.3401 2.4988 -2.9243
H 2.4573 2.2668 -3.9368
H 0.9301 -1.2296 0.4881
H -1.0590 0.7675 -0.5303
H 4.2074 -1.4267 0.3709
H 2.8693 -1.8667 1.5478
H 2.9022 -2.6048 -0.0837
H 3.6657 1.2544 0.4978
H 2.0969 1.9969 -0.0500
H 2.2241 1.2312 1.5710
H -4.2583 1.4631 -0.8518
H -2.9887 2.2633 0.1916
H -2.7028 2.0749 -1.5567
H -4.3623 -0.9225 0.7294
H -2.8271 -1.6530 1.3617
H -3.3245 -0.0110 1.8910
O -0.8057 2.7513 1.3217
C -0.6418 1.7961 2.0837
C -0.6480 1.8427 3.6137
C -0.4100 0.4157 4.0510
C -0.1582 -0.3695 2.7762
O 0.2268 -1.5372 2.6835
N -0.3980 0.4728 1.7020
H 0.1301 2.5290 3.9697
H -1.6178 2.2281 3.9499
H 0.4478 0.3193 4.7139
H -1.2871 -0.0086 4.5446
*
```

Output
Expectation value of S²: 6.027
Lowest unoccupied orbital energy (spin up / spin down), hartree: 0.0204 / -0.0114
Frontier orbital gap (spin up / spin down), eV: 4.457 / 7.857

=====

One molecule with the formula C15H29NO3, computed with ωB97M-V/def2-TZVPD.

```
! wB97M-V def2-TZVPD RIJCOSX def2/J DEFGRID3
* xyz 0 1
C 4.0086 1.7171 -1.0948
C 3.9008 1.0901 0.2912
C 3.1416 -0.2527 0.3694
C 3.1032 -0.6637 1.8456
C 3.9411 -1.3133 -0.4014
C 1.7178 -0.1358 -0.2356
C 0.8655 0.9757 0.3848
C -0.4534 1.1292 -0.3677
C -1.2583 -0.1772 -0.3393
C -0.4052 -1.3081 -0.9096
C 0.9111 -1.4360 -0.1478
N -2.5043 0.0086 -1.0852
C -3.5929 0.1454 -0.1203
C -4.3565 1.4554 -0.3794
O -5.2481 1.7967 0.6514
C -4.5307 -1.0768 -0.1890
O -3.8136 -2.2831 -0.1707
C -2.8517 0.1665 1.2371
O -1.6480 -0.5170 0.9935
H 4.4756 1.0337 -1.7987
H 3.0338 2.0018 -1.4810
H 4.6219 2.6146 -1.0406
H 3.4337 1.8068 0.9688
H 4.9125 0.9171 0.6673
H 2.5581 0.0632 2.4414
H 4.1171 -0.7265 2.2360
H 2.6358 -1.6361 1.9706
H 3.6021 -2.3152 -0.1528
H 3.8435 -1.1772 -1.4754
H 4.9957 -1.2485 -0.1421
H 1.8448 0.0945 -1.2995
H 1.3887 1.9309 0.3604
H 0.6428 0.7296 1.4238
H -1.0471 1.9307 0.0732
H -0.2749 1.3837 -1.4133
H -0.2150 -1.0918 -1.9627
H -0.9645 -2.2447 -0.8437
H 1.4727 -2.2705 -0.5666
H 0.6780 -1.6579 0.8935
H -2.6750 -0.7895 -1.6892
H -3.6360 2.2736 -0.4386
H -4.8711 1.3835 -1.3464
H -5.9726 1.1627 0.6682
H -5.2488 -1.0425 0.6459
H -5.0887 -1.0712 -1.1309
H -3.1303 -2.2215 0.5120
H -3.3878 -0.3546 2.0321
H -2.6723 1.2004 1.5562
*
```

Output
Energy relative to the best compared isomer or geometry (same formula, charge and spin), eV: 0.000
SMILES: CCC(C)(C)[C@H]1CC[C@@]2(CC1)NC(CO)(CO)CO2
Lowest unoccupied orbital energy, hartree: 0.0267
Frontier orbital gap, eV: 9.937

=====

Number 1: energy -52085.39586 eV. Number 2: energy -39767.24538 eV. Number 3: energy -59057.90998 eV. Number 4: energy -83396.54735 eV. Number 5: energy -23658.60865 eV.